Record 1
C30H70N4O13 | ωB97M-V with the def2-TZVPD basis set

Atoms and positions in Å:
C  -3.981  -1.123  -1.768
O  -2.580  -1.231  -1.956
C  -2.037  -0.723  -3.152
C  -0.544  -0.563  -3.090
O  -0.205  0.658  -2.494
C  1.131  1.061  -2.401
C  1.618  0.900  -0.944
O  0.765  1.563  -0.048
C  0.703  2.982  -0.186
H  -4.538  -1.604  -2.578
H  -4.229  -0.060  -1.736
H  -4.202  -1.651  -0.847
H  -2.412  0.293  -3.354
H  -2.484  -1.344  -3.938
H  -0.118  -0.573  -4.106
H  -0.008  -1.372  -2.572
H  1.159  2.106  -2.719
H  1.823  0.515  -3.055
H  2.654  1.260  -0.932
H  1.478  -0.151  -0.689
H  0.331  3.391  0.749
H  0.118  3.319  -1.040
H  1.740  3.323  -0.281
C  4.095  3.162  2.847
O  3.114  2.185  2.798
C  3.344  1.055  1.975
C  2.326  -0.065  2.234
O  2.771  -0.851  3.318
C  2.521  -0.282  4.598
C  2.080  -1.395  5.516
O  2.983  -2.485  5.550
C  2.899  -3.187  6.803
H  3.830  3.948  3.550
H  4.197  3.677  1.874
H  5.111  2.770  2.987
H  4.302  0.571  2.193
H  3.312  1.459  0.958
H  2.216  -0.699  1.354
H  1.312  0.316  2.366
H  1.771  0.516  4.622
H  3.408  0.278  4.915
H  1.034  -1.649  5.313
H  2.024  -0.968  6.528
H  2.664  -2.578  7.674
H  3.892  -3.616  6.927
H  2.182  -3.988  6.622
C  -2.288  2.271  0.712
O  -2.685  2.606  2.048
C  -2.238  1.713  3.023
C  -0.849  2.070  3.523
O  -0.726  3.336  4.113
C  0.612  3.645  4.500
C  0.900  4.808  5.389
O  0.171  5.927  4.839
C  0.217  7.092  5.625
H  -3.043  1.576  0.340
H  -1.379  1.670  0.764
H  -2.153  3.144  0.088
H  -2.162  0.694  2.624
H  -2.972  1.673  3.830
H  -0.257  2.209  2.597
H  -0.372  1.227  4.033
H  1.115  3.641  3.521
H  0.982  2.724  4.980
H  1.919  5.190  5.269
H  0.656  4.626  6.439
H  1.177  7.614  5.527
H  -0.073  6.894  6.660
H  -0.545  7.743  5.192
C  -7.633  -1.931  -6.037
O  -7.815  -1.487  -4.914
N  -6.784  -2.919  -6.339
C  -6.585  -3.314  -7.744
C  -5.899  -3.636  -5.396
H  -8.098  -1.450  -6.909
H  -5.621  -2.950  -8.099
H  -7.314  -2.861  -8.413
H  -6.718  -4.395  -7.754
H  -4.966  -3.760  -5.949
H  -5.755  -3.115  -4.460
H  -6.279  -4.656  -5.353
C  5.505  1.615  -2.132
O  5.208  0.441  -2.210
N  5.434  2.490  -3.163
C  5.696  3.903  -2.940
C  5.227  1.995  -4.500
H  5.838  2.113  -1.210
H  6.572  4.299  -3.448
H  5.690  4.116  -1.872
H  4.791  4.427  -3.264
H  6.205  1.791  -4.963
H  4.656  1.075  -4.530
H  4.887  2.792  -5.163
C  -6.582  -4.411  -1.406
O  -5.630  -4.357  -2.161
N  -7.386  -5.473  -1.270
C  -8.394  -5.659  -0.262
C  -7.250  -6.601  -2.174
H  -6.885  -3.565  -0.769
H  -9.414  -5.573  -0.640
H  -8.370  -4.814  0.439
H  -8.218  -6.518  0.384
H  -7.055  -6.250  -3.189
H  -6.434  -7.291  -1.947
H  -8.162  -7.192  -2.252
C  4.503  -2.798  0.320
O  4.294  -2.948  1.511
N  5.280  -1.877  -0.245
C  5.210  -1.591  -1.678
C  6.142  -0.963  0.471
H  4.079  -3.492  -0.423
H  4.787  -0.586  -1.752
H  4.494  -2.208  -2.220
H  6.167  -1.661  -2.189
H  6.218  -1.143  1.547
H  7.155  -0.860  0.095
H  5.636  0.007  0.550

- charge = 0
- Kohn-Sham gap (eV) = 7.8586
- electronic energy (Eh) = -2381.81445
- HOMO (eV) = -7.7

Mulliken population analysis, charges in e, atoms 1 to 99: -0.345, -0.339, -0.601, -0.511, -0.171, -1.368, 0.118, 0.295, -1.105, 0.025, 0.343, 0.169, 0.299, 0.401, 0.373, 0.332, 0.494, 0.513, -0.101, 0.060, 0.386, 0.249, 0.310, -0.926, 0.125, -0.139, -0.257, -0.331, 0.141, -0.827, -0.228, -0.792, 0.140, 0.274, 0.343, 0.746, -0.232, 0.118, 0.040, -0.185, 0.330, 0.288, 0.411, 0.330, 0.228, 0.294, -0.121, -0.457, -0.882, 1.139, -0.461, 0.449, -0.629, -0.302, -0.761, 0.317, -0.133, 0.295, 0.389, 0.432, -0.595, 0.060, -0.068, 0.059, 0.227, 0.413, 0.283, 0.307, 0.237, 0.080, -0.586, 0.137, -0.945, -0.660, 0.269, 0.321, 0.329, 0.311, 0.331, 0.110, 0.265, 0.081, -0.417, 0.200, -0.965, -1.047, 0.351, 0.321, 0.283, 0.382, 0.349, 0.297, 0.365, 0.213, -0.625, 0.144, -1.013, -0.828, 0.286

---

Record 2
C30H71N | ωB97M-V with the def2-TZVPD basis set

Atoms and positions in Å:
C  -3.471  -1.766  6.117
C  -2.647  -2.772  5.159
N  -1.431  -2.154  4.578
C  -0.172  -3.113  4.526
C  -0.316  -4.238  3.441
C  -1.615  -1.391  3.441
C  -0.570  -0.310  3.155
H  -2.822  -1.179  6.768
H  -4.212  -2.327  6.658
H  -4.156  -1.067  5.808
H  -3.222  -2.928  4.204
H  -2.351  -3.411  5.704
H  -0.065  -3.697  5.460
H  0.721  -2.401  4.273
H  -0.532  -3.694  2.492
H  -1.332  -4.673  3.681
H  0.392  -4.879  3.303
H  -2.607  -1.049  3.412
H  -1.593  -1.973  2.481
H  -0.612  0.431  2.311
H  0.505  -0.921  2.919
H  -0.429  0.402  4.115
C  1.616  7.709  -0.192
C  1.709  6.224  -0.830
C  2.647  5.221  -0.176
C  1.996  4.364  0.990
C  2.836  3.424  1.720
C  2.138  2.628  2.725
H  2.595  8.443  -0.591
H  1.623  7.465  0.790
H  0.896  8.255  -0.526
H  2.255  6.376  -1.901
H  0.694  5.771  -1.124
H  3.435  5.879  0.198
H  3.172  4.576  -0.779
H  1.044  4.030  0.557
H  1.404  5.152  1.548
H  3.729  4.027  2.296
H  3.307  2.682  0.947
H  1.684  3.418  3.342
H  2.627  1.900  3.214
H  1.286  2.160  2.402
C  -1.035  -5.280  -0.120
C  -2.229  -6.173  0.012
C  -3.510  -5.545  -0.416
C  -3.935  -4.381  0.412
C  -5.167  -3.584  -0.141
C  -5.724  -2.521  0.795
H  -0.121  -5.859  0.087
H  -0.924  -4.493  0.621
H  -1.018  -4.765  -1.083
H  -2.316  -6.340  1.097
H  -2.168  -6.976  -0.674
H  -4.135  -6.335  -0.347
H  -3.524  -5.319  -1.455
H  -3.205  -3.753  0.446
H  -4.067  -4.754  1.428
H  -5.998  -4.283  -0.343
H  -5.109  -3.075  -1.063
H  -5.850  -3.014  1.720
H  -6.737  -2.170  0.416
H  -5.062  -1.600  0.666
C  1.394  -0.295  -0.422
C  0.552  -1.585  -0.534
C  -0.829  -1.315  -1.215
C  -0.770  -0.975  -2.659
C  -2.142  -0.920  -3.376
C  -3.121  0.200  -3.044
H  1.084  0.635  -0.026
H  1.892  0.034  -1.399
H  2.065  -0.353  0.270
H  0.226  -1.931  0.467
H  0.989  -2.373  -1.124
H  -1.509  -0.608  -0.659
H  -1.400  -2.281  -1.290
H  -0.102  -1.686  -3.071
H  -0.312  0.077  -2.771
H  -2.713  -1.926  -3.317
H  -1.860  -0.642  -4.413
H  -2.802  1.171  -3.546
H  -3.333  -0.012  -2.037
H  -3.962  -0.170  -3.468
C  6.355  2.343  -4.991
C  6.095  2.703  -3.556
C  4.661  2.329  -3.102
C  3.398  3.000  -3.590
C  2.141  2.431  -2.957
C  0.959  3.318  -3.311
H  7.311  2.570  -5.103
H  5.840  2.873  -5.737
H  6.485  1.307  -5.154
H  5.901  3.936  -3.652
H  6.799  2.072  -3.052
H  4.658  2.568  -2.144
H  4.464  1.400  -3.249
H  3.353  2.997  -4.652
H  3.519  4.181  -3.333
H  2.436  2.555  -1.909
H  2.013  1.342  -3.241
H  0.121  2.781  -2.845
H  0.638  3.522  -4.462
H  1.182  4.355  -2.995

- charge = 0
- Kohn-Sham gap (eV) = 8.8639
- structure (SMILES) = CCN(CC)CC.CCCCCC.CCCCCC.CCCCCC.CCCCCC
- electronic energy (Eh) = -1239.89595
- HOMO (eV) = -8.0

Mulliken population analysis, charges in e, atoms 1 to 99: -1.577, -0.696, 0.147, -0.668, -0.877, -0.198, -1.182, 0.338, 0.435, 0.435, 0.158, 0.861, 0.382, 0.267, -0.131, 0.262, 0.766, 0.776, -0.208, 0.404, 0.038, 0.210, -1.400, -0.332, -0.369, -0.877, 0.482, -1.858, 0.205, 0.374, 0.543, 0.191, 0.344, 0.351, 0.101, 0.331, 0.411, 0.221, -0.022, 0.381, 0.581, 0.378, -0.556, -0.475, -0.952, 0.042, -0.698, -1.175, 0.410, -0.296, 0.274, 0.265, 0.331, 0.453, 0.461, -0.046, 0.332, 0.367, 0.395, 0.396, 0.338, 0.184, -2.140, 0.434, -0.047, 0.018, -0.633, -1.307, 0.565, 0.139, 0.945, -0.461, 0.550, 0.283, -0.303, 0.528, -0.386, 0.307, 0.335, 0.296, 0.368, 0.446, -1.653, -0.400, -1.265, -0.570, 0.678, -1.199, 0.575, 0.398, 0.399, 0.192, 0.327, 0.410, 0.757, 0.540, 0.081, -0.277, 0.297

---

Result set for relative energy (zero: lowest compared OMol25 entry of this formula, charge and spin): 98.95; 22.99 kcal/mol, one per record in the order listed.